# 1
DFT (wB97M-V/def2-TZVPD) results for a single C5H11N molecule at a distorted geometry.

Structure (ORCA input):
```
! RIJCOSX wB97M-V def2-TZVPD def2/J DEFGRID3
* xyz 0 1
C 0.985 -1.100 -1.261
N 1.439 0.535 1.077
C 0.111 0.264 0.615
C -0.062 -0.258 -0.612
C -1.361 -0.110 -1.359
C -0.985 0.731 1.515
H 0.558 -1.995 -1.713
H 1.560 -0.624 -2.067
H 1.751 -1.458 -0.571
H 2.022 -0.290 1.125
H 1.493 1.039 1.950
H -1.943 0.740 -1.025
H -1.191 -0.014 -2.430
H -2.041 -0.958 -1.203
H -0.696 1.668 1.996
H -1.163 0.022 2.326
H -1.924 0.831 0.977
*
```

Values from the calculation:
LUMO	1.0621	eV
structure (SMILES)	CC(C)=C(C)N
gap between HOMO and LUMO	8.64	eV
E_HOMO	-7.575	eV
relative energy (zero: lowest compared OMol25 entry of this formula, charge and spin)	15.8	kcal per mole

=====

# 2
DFT (wB97M-V/def2-TZVPD) results for a molecular structure, C5H11N at a distorted geometry.

Structure (ORCA input):
```
! RIJCOSX wB97M-V def2-TZVPD def2/J DEFGRID3
* xyz 0 1
C 1.060 -1.617 0.145
C -0.479 -1.466 0.263
C -0.992 -0.325 -0.608
C -0.230 0.863 -0.065
C -0.443 1.491 1.200
N 0.820 1.222 -1.054
H 1.427 -1.567 -0.935
H 1.566 -0.808 0.680
H 1.422 -2.542 0.624
H -0.702 -1.167 1.302
H -0.968 -2.418 0.085
H -2.040 -0.165 -0.474
H -0.843 -0.533 -1.667
H -1.442 1.596 1.693
H 0.367 2.065 1.621
H 1.700 1.324 -0.651
H 0.282 1.985 -0.511
*
```

Values from the calculation:
LUMO	1.0708	eV
gap between HOMO and LUMO	9.86	eV
E_HOMO	-8.788	eV
relative energy (zero: lowest compared OMol25 entry of this formula, charge and spin)	84.4	kcal per mole

=====

# 3
DFT (wB97M-V/def2-TZVPD) results for a single C5H11N molecule at a distorted geometry.

Structure (ORCA input):
```
! RIJCOSX wB97M-V def2-TZVPD def2/J DEFGRID3
* xyz 0 1
C 1.456 -1.648 -0.032
C -0.064 -1.663 -0.162
N 0.419 0.987 1.107
C -0.393 0.842 -0.011
C -0.678 -0.339 -0.565
C -1.065 2.095 -0.503
H 1.921 -2.595 -0.308
H 1.807 -1.454 0.981
H 1.839 -0.832 -0.644
H -0.372 -2.410 -0.891
H -0.488 -1.998 0.795
H 0.533 0.186 1.708
H 0.271 1.826 1.644
H -1.471 -0.395 -1.303
H -2.113 1.943 -0.725
H -0.566 2.562 -1.348
H -1.035 2.892 0.257
*
```

Values from the calculation:
LUMO	1.1084	eV
structure (SMILES)	CC/C=C(/C)N
gap between HOMO and LUMO	8.88	eV
E_HOMO	-7.772	eV
relative energy (zero: lowest compared OMol25 entry of this formula, charge and spin)	12.6	kcal per mole

=====

# 4
DFT (wB97M-V/def2-TZVPD) results for a single C5H11N molecule at a distorted geometry.

Structure (ORCA input):
```
! RIJCOSX wB97M-V def2-TZVPD def2/J DEFGRID3
* xyz 0 1
N 1.664 1.002 0.564
C 1.810 -0.156 -0.250
C 1.013 -1.189 0.561
C -0.263 -0.448 0.673
C -0.907 0.017 -0.476
C -2.277 0.647 -0.357
H 1.965 1.798 0.007
H 1.335 -0.164 -1.256
H 2.851 -0.483 -0.409
H 1.530 -1.290 1.517
H 0.798 -2.199 0.204
H -0.033 0.834 0.045
H -0.759 -0.238 1.618
H -0.812 -0.654 -1.321
H -2.183 1.734 -0.284
H -2.919 0.300 0.453
H -2.813 0.490 -1.289
*
```

Values from the calculation:
LUMO	-0.0321	eV
gap between HOMO and LUMO	6.83	eV
E_HOMO	-6.860	eV
relative energy (zero: lowest compared OMol25 entry of this formula, charge and spin)	125.4	kcal per mole

=====

# 5
DFT (wB97M-V/def2-TZVPD) results for a gas-phase ion, C5H11N (charge +1) at a distorted geometry.

Structure (ORCA input):
```
! RIJCOSX wB97M-V def2-TZVPD def2/J DEFGRID3
* xyz 1 2
C -0.918 1.107 -0.808
C 0.090 0.800 0.357
C 0.642 -0.597 0.281
C 0.455 -1.362 1.439
C 1.639 -0.837 -0.775
N -2.289 0.661 -0.525
H -0.601 0.656 -1.734
H -1.043 2.180 -0.774
H -0.372 1.054 1.314
H 1.013 1.390 0.436
H 1.157 -2.179 1.629
H -0.315 -1.149 2.161
H 2.201 0.070 -0.926
H 2.172 -1.767 -0.607
H 1.071 -1.013 -1.703
H -2.659 1.207 0.255
H -2.244 -0.222 -0.019
*
```

Values from the calculation:
LUMO (spin up / spin down)	-4.6670 / -8.5933	eV
<S²>	0.757
gap between HOMO and LUMO (spin up / spin down)	9.76 / 5.45	eV
E_HOMO (spin up / spin down)	-14.432 / -14.048	eV
relative energy (zero: lowest compared OMol25 entry of this formula, charge and spin)	62.2	kcal per mole

=====

# 6
DFT (wB97M-V/def2-TZVPD) results for a gas-phase ion, C5H11N (charge +1).

Structure (ORCA input):
```
! RIJCOSX wB97M-V def2-TZVPD def2/J DEFGRID3
* xyz 1 2
C 1.490 -0.670 -1.780
C 1.374 -0.992 -0.292
C 0.801 0.165 0.525
C -0.606 0.478 0.236
C -1.514 0.721 1.264
N -2.800 0.942 1.136
H 2.041 0.266 -1.893
H 0.517 -0.511 -2.246
H 2.025 -1.422 -2.353
H 0.762 -1.885 -0.143
H 2.370 -1.230 0.078
H 0.958 0.012 1.597
H 1.283 1.107 0.209
H -0.851 0.665 -0.808
H -1.164 0.620 2.286
H -3.281 0.885 0.244
H -3.406 0.850 1.941
*
```

Values from the calculation:
LUMO (spin up / spin down)	-3.5680 / -7.0129	eV
<S²>	0.759
gap between HOMO and LUMO (spin up / spin down)	10.87 / 8.54	eV
E_HOMO (spin up / spin down)	-14.437 / -15.549	eV
relative energy (zero: lowest compared OMol25 entry of this formula, charge and spin)	11.5	kcal per mole

=====

# 7
DFT (wB97M-V/def2-TZVPD) results for 2 unconnected molecules or ions with the total composition C5H11N2 at a distorted geometry.

Structure (ORCA input):
```
! RIJCOSX wB97M-V def2-TZVPD def2/J DEFGRID3
* xyz 1 1
C 1.765 0.905 -0.124
C -1.544 -0.083 -0.515
C -0.554 0.405 0.500
C -2.703 -0.946 -0.025
C 3.585 -0.776 0.106
N 2.914 0.427 -0.094
N -1.609 1.319 -0.021
H -0.774 -0.066 1.421
H 1.618 1.951 -0.109
H -1.248 -0.233 -1.582
H -3.325 -0.968 -1.000
H -3.210 -0.429 0.743
H -2.223 -1.833 0.163
H 3.337 -1.164 1.074
H 3.032 -1.300 -0.631
H 4.634 -0.725 -0.079
H -1.293 2.218 -0.446
H -2.403 1.299 0.621
*
```

Values from the calculation:
LUMO (spin up / spin down)	-4.2093 / -4.2099	eV
gap between HOMO and LUMO (spin up / spin down)	8.46 / 8.46	eV
E_HOMO (spin up / spin down)	-12.674 / -12.673	eV
relative energy (zero: lowest compared OMol25 entry of this formula, charge and spin)	138.3	kcal per mole

=====

# 8
DFT (wB97M-V/def2-TZVPD) results for a gas-phase ion, C5H11N2 (charge +1) at a distorted geometry.

Structure (ORCA input):
```
! RIJCOSX wB97M-V def2-TZVPD def2/J DEFGRID3
* xyz 1 1
C -0.324 -2.384 -0.236
C -1.242 -1.208 0.066
C -0.659 0.110 -0.311
C -0.256 1.019 0.580
N 0.506 2.122 0.157
C 0.447 3.390 0.164
N 1.190 -2.121 -0.320
H -0.567 -3.183 0.498
H -0.634 -2.875 -1.243
H -2.247 -1.472 -0.475
H -1.344 -1.251 1.302
H -0.531 0.425 -1.331
H -0.277 1.001 1.603
H -0.218 4.156 0.841
H 1.240 3.876 -0.444
H 1.666 -1.547 0.394
H 1.481 -1.694 -1.232
H 1.767 -2.999 -0.355
*
```

Values from the calculation:
LUMO	-3.7013	eV
structure (SMILES)	C=N/C=C/CC[NH3+]
gap between HOMO and LUMO	8.21	eV
E_HOMO	-11.912	eV
relative energy (zero: lowest compared OMol25 entry of this formula, charge and spin)	70.4	kcal per mole

=====

# 9
DFT (wB97M-V/def2-TZVPD) results for a molecular structure, C5H11N2 at a distorted geometry.

Structure (ORCA input):
```
! RIJCOSX wB97M-V def2-TZVPD def2/J DEFGRID3
* xyz 1 1
C 0.784 -0.990 1.225
C 0.224 0.301 1.908
C -0.699 0.874 0.929
C -0.655 -0.296 -0.698
C -0.714 0.284 -2.021
N 0.604 1.444 1.060
N 0.675 -0.749 -0.275
H 1.840 -1.094 1.266
H 0.382 -1.946 1.581
H 0.104 0.429 3.007
H -1.586 1.315 0.997
H -1.573 -0.986 -0.512
H -1.696 0.308 -2.464
H -0.313 -0.573 -2.676
H -0.092 1.065 -2.299
H 0.531 2.307 1.483
H 1.270 0.038 -0.357
H 1.018 -1.568 -0.826
*
```

Values from the calculation:
LUMO	-2.9679	eV
gap between HOMO and LUMO	10.72	eV
E_HOMO	-13.689	eV
relative energy (zero: lowest compared OMol25 entry of this formula, charge and spin)	76.7	kcal per mole

=====

# 10
DFT (wB97M-V/def2-TZVPD) results for a gas-phase ion, C5H11N2 (charge +1) at a distorted geometry.

Structure (ORCA input):
```
! RIJCOSX wB97M-V def2-TZVPD def2/J DEFGRID3
* xyz 1 1
C 1.009 0.670 0.170
C -1.398 -0.218 -0.487
C -0.402 0.354 0.454
C -2.519 -1.071 0.058
C 3.072 -0.457 0.099
N 1.902 -0.114 -0.573
N -1.513 1.166 -0.180
H 1.076 1.699 -0.441
H 1.611 0.900 1.072
H -0.917 -0.392 -1.412
H -3.257 -0.926 -0.681
H -3.011 -0.793 1.046
H -2.296 -2.174 0.206
H 3.485 0.425 0.821
H 3.001 -1.425 0.711
H 3.873 -0.736 -0.648
H -1.621 1.882 -0.877
H -2.093 1.208 0.661
*
```

Values from the calculation:
LUMO (spin up / spin down)	-6.0416 / -4.4502	eV
gap between HOMO and LUMO (spin up / spin down)	7.31 / 9.15	eV
E_HOMO (spin up / spin down)	-13.351 / -13.601	eV
relative energy (zero: lowest compared OMol25 entry of this formula, charge and spin)	154.2	kcal per mole

=====

# 11
DFT (wB97M-V/def2-TZVPD) results for 2 unconnected molecules or ions with the total composition C5H11N2 at a distorted geometry.

Structure (ORCA input):
```
! RIJCOSX wB97M-V def2-TZVPD def2/J DEFGRID3
* xyz 1 1
C -0.891 0.247 1.514
C -2.168 0.786 1.301
C 0.243 0.811 1.046
C 1.352 -0.402 -0.927
C 0.903 -1.822 -0.944
N 2.457 -0.156 -1.535
N -2.656 1.614 0.407
H -0.965 -0.606 2.212
H -2.893 0.574 1.982
H 0.185 1.840 0.790
H 1.164 0.511 1.660
H 0.069 -1.959 -0.315
H 1.595 -2.675 -0.761
H 0.590 -2.077 -1.938
H 2.859 -0.847 -2.060
H 2.948 0.703 -1.407
H -3.573 1.954 0.489
H -1.989 2.112 -0.226
*
```

Values from the calculation:
LUMO	-4.3859	eV
gap between HOMO and LUMO	7.62	eV
E_HOMO	-12.003	eV
relative energy (zero: lowest compared OMol25 entry of this formula, charge and spin)	79.9	kcal per mole

=====

# 12
DFT (wB97M-V/def2-TZVPD) results for a gas-phase ion, C5H11N2 (charge +1) at a distorted geometry.

Structure (ORCA input):
```
! RIJCOSX wB97M-V def2-TZVPD def2/J DEFGRID3
* xyz 1 1
C -0.753 -1.485 -0.418
C 1.260 0.860 -0.778
C 0.212 0.534 0.305
C 1.282 -0.311 0.915
C -2.197 0.494 0.019
N -0.931 -0.283 -0.016
N 2.007 -0.361 -0.360
H 0.884 -1.218 1.367
H -1.497 -2.157 -0.568
H 0.860 0.735 -1.739
H 1.525 1.893 -0.449
H -0.062 1.340 0.806
H 1.936 0.076 1.762
H -2.203 1.257 -0.860
H -3.123 -0.224 -0.231
H -2.415 0.902 1.065
H 0.211 -1.658 -0.641
H 3.005 -0.394 -0.178
*
```

Values from the calculation:
LUMO	-4.8669	eV
structure (SMILES)	C=[N+](C)C1CNC1
gap between HOMO and LUMO	8.79	eV
E_HOMO	-13.658	eV
relative energy (zero: lowest compared OMol25 entry of this formula, charge and spin)	77.3	kcal per mole

=====

# 13
DFT (wB97M-V/def2-TZVPD) results for a gas-phase ion, C5H11N2 (charge +1) at a distorted geometry.

Structure (ORCA input):
```
! RIJCOSX wB97M-V def2-TZVPD def2/J DEFGRID3
* xyz 1 1
C -0.963 1.382 -0.250
C -0.568 -0.874 -0.328
C 0.771 -0.212 -0.611
C -2.866 -0.083 0.270
C 3.038 0.381 0.069
N -1.496 0.221 -0.116
N 1.725 -0.168 0.267
H -1.602 2.247 -0.097
H -0.873 -1.484 -1.189
H -0.523 -1.530 0.550
H 0.998 0.063 -1.631
H -3.181 -1.017 -0.189
H -3.532 0.719 -0.049
H -2.928 -0.178 1.356
H 3.203 0.617 -0.980
H 3.155 1.289 0.664
H 3.792 -0.335 0.402
H 1.525 -0.445 1.224
*
```

Values from the calculation:
LUMO	-3.9281	eV
gap between HOMO and LUMO	8.76	eV
E_HOMO	-12.692	eV
relative energy (zero: lowest compared OMol25 entry of this formula, charge and spin)	61.0	kcal per mole

=====

# 14
DFT (wB97M-V/def2-TZVPD) results for a gas-phase ion, C5H11N2 (charge +1) at a distorted geometry.

Structure (ORCA input):
```
! RIJCOSX wB97M-V def2-TZVPD def2/J DEFGRID3
* xyz 1 1
C 0.014 0.388 -1.054
C -0.256 0.544 -2.595
C -0.858 -1.336 1.878
C 0.307 1.033 1.725
C 0.345 -0.413 1.229
N 0.427 -0.602 -0.190
N 0.572 -0.050 -3.356
H -0.200 1.313 -0.549
H -0.974 1.225 -2.831
H -0.664 -2.389 1.565
H -0.555 -1.385 2.917
H -1.991 -0.980 1.833
H -0.639 1.649 1.428
H 1.185 1.606 1.335
H 0.337 1.107 2.777
H 1.262 -0.913 1.593
H 1.241 -0.833 -3.272
H 0.445 0.037 -4.434
*
```

Values from the calculation:
LUMO	-5.8383	eV
structure (SMILES)	CC(C)/N=C/C=[NH2+]
gap between HOMO and LUMO	8.20	eV
E_HOMO	-14.036	eV
relative energy (zero: lowest compared OMol25 entry of this formula, charge and spin)	78.9	kcal per mole